Here is a structure of composition C8H19BrCl3N2NaO2 at a distorted geometry from the OMol25 dataset. Energies are from wB97M-V/def2-TZVPD.

Summary:
Frontier orbital gap, eV: 7.115
E, eV: -127705.1041

Each line ends with the natural charge from an NBO analysis.
Cartesian coordinates (Å):
Na: 16.842 1.264 -29.642  0.953
Br: 14.794 0.358 -31.573  -0.937
C: 13.280 0.617 -35.120  -0.291
Cl: 11.781 -0.241 -35.120  0.032
Cl: 12.903 2.357 -35.216  0.001
Cl: 14.391 -0.023 -36.371  -0.008
H: 13.743 0.412 -34.155  0.260
C: 18.554 -4.075 -30.151  -0.636
C: 17.098 -3.721 -29.848  -0.062
C: 16.437 -4.403 -28.642  -0.057
O: 17.117 -4.333 -27.434  -0.555
C: 16.597 -5.021 -26.354  -0.244
N: 16.914 -2.256 -29.840  -0.869
H: 18.791 -5.128 -30.303  0.221
H: 19.071 -3.845 -29.220  0.226
H: 18.773 -3.596 -31.105  0.210
H: 16.549 -4.042 -30.733  0.178
H: 16.385 -5.464 -28.887  0.167
H: 15.484 -3.898 -28.486  0.167
H: 17.427 -5.092 -25.651  0.192
H: 16.102 -5.972 -26.547  0.174
H: 15.926 -4.290 -25.904  0.163
H: 16.128 -1.979 -30.410  0.384
H: 17.615 -1.957 -30.503  0.345
C: 12.201 -1.461 -29.199  0.526
O: 11.067 -1.789 -29.450  -0.620
N: 12.811 -1.494 -27.994  -0.444
C: 12.037 -1.977 -26.752  -0.444
C: 14.266 -1.158 -27.840  -0.407
H: 12.946 -1.178 -29.959  0.129
H: 12.253 -1.426 -25.836  0.202
H: 12.172 -3.054 -26.648  0.200
H: 10.949 -2.013 -26.807  0.241
H: 14.531 -0.122 -27.627  0.173
H: 14.540 -1.796 -27.000  0.203
H: 14.807 -1.472 -28.733  0.227